# 1
DFT (ωB97M-V with the def2-TZVPD basis set) results for a molecular structure, C38H33CrN3OP2S4.

XYZ file:
```
82
Properties=species:S:1:pos:R:3:forces:R:3
Cr 0.13000 -0.37850 -0.18580 0.38 1.78 1.13
S 5.39310 0.39150 1.15340 -0.19 -0.14 -0.30
S 2.34220 0.20340 -0.17650 -0.28 0.19 0.02
S -0.26950 -0.92760 2.08070 0.05 -0.11 0.12
S -1.50050 -3.57570 2.93070 -0.03 -0.01 0.09
P -0.95600 2.44170 1.08920 -0.06 0.66 0.92
P 4.33460 -0.41690 -0.26680 0.15 -0.29 0.03
O -0.73150 1.40710 -0.00080 0.41 -0.82 -0.68
N -0.72480 -3.03750 0.53850 -0.55 -1.78 0.12
N -0.32060 -2.21830 -0.42230 -0.13 -1.62 -1.82
N 0.09250 -0.46350 -2.21000 -0.26 -0.50 -1.10
C -0.11660 -0.94550 -4.94800 0.20 0.64 0.16
C 2.36970 2.01060 3.33520 0.06 0.06 -0.03
C -1.63590 -2.47580 4.36820 0.19 -0.06 -0.43
C -4.50060 1.16330 2.55660 -0.02 0.00 0.02
C 0.52770 1.91620 4.87630 -0.10 -0.05 0.05
C 5.40550 -2.90080 0.30840 -0.08 0.10 -0.02
C -3.19580 1.22520 2.10150 0.00 -0.16 0.04
C -2.68900 2.42590 1.61120 0.57 0.12 -0.08
C 6.21260 0.27500 -2.17500 -0.04 -0.01 0.04
C 3.95060 0.16470 -3.00230 0.04 -0.03 0.02
C -0.29060 -1.97380 -4.05180 0.00 -0.20 0.99
C 0.04600 4.16400 -0.82810 -0.07 -0.13 0.00
C -5.30020 2.29740 2.52210 0.02 0.01 0.01
C -0.80140 -2.53940 1.73710 0.34 0.95 -0.03
C 1.48330 2.19000 2.28990 -0.03 0.15 -0.08
C 4.35380 -2.23900 -0.31180 -0.01 0.54 0.05
C 4.40490 0.47640 -4.27010 -0.05 -0.03 -0.09
C -0.55730 5.16030 1.28940 0.05 -0.03 -0.06
C 0.46830 5.39910 -1.28540 0.02 0.09 -0.04
C -0.47520 4.05330 0.45190 -0.22 -0.41 0.22
C 0.35570 6.51130 -0.46570 0.02 0.00 -0.07
C 0.11180 2.17480 2.53290 -0.41 0.29 -0.49
C 4.62350 -4.96190 -0.63260 0.03 -0.05 0.05
C 5.53710 -4.26800 0.14370 -0.03 -0.11 -0.04
C 3.55790 -4.29980 -1.22380 -0.09 -0.03 -0.06
C -4.80020 3.48830 2.01950 -0.07 0.07 0.03
C 0.28730 0.51230 -3.09210 -0.02 0.35 0.15
C -0.36960 2.05070 3.83030 -0.09 0.06 -0.01
C 1.89010 1.87900 4.62880 -0.06 0.02 -0.08
C 5.75740 0.67520 -4.49650 0.02 0.02 -0.03
C 0.17590 0.32900 -4.45750 -0.10 -0.47 -0.20
C -3.49280 3.55860 1.56700 0.09 0.00 -0.05
C -0.15190 6.39520 0.82060 -0.04 0.05 0.07
C 3.41800 -2.93390 -1.06770 0.05 0.00 0.05
C 4.85690 0.06260 -1.95580 -0.15 -0.07 0.50
C -0.19220 -1.71080 -2.67670 0.36 1.28 -1.47
C 6.65940 0.57820 -3.44900 0.02 0.00 -0.09
C -0.42620 -2.66600 -1.66610 -0.18 -0.18 2.33
H 1.84920 2.36830 1.28580 0.07 -0.07 0.11
H -0.51840 -2.97840 -4.36660 -0.02 -0.13 -0.11
H -5.42600 4.36860 1.98750 -0.03 0.03 0.00
H 3.43040 1.99580 3.14320 0.13 -0.02 -0.07
H -6.31240 2.25290 2.89720 -0.07 0.00 -0.02
H -1.43310 2.08770 4.02070 -0.06 -0.06 0.05
H -0.22620 7.26460 1.45630 0.02 0.07 0.04
H 3.69840 0.56510 -5.08210 -0.04 0.00 -0.12
H 0.88470 5.49560 -2.27700 0.02 0.02 -0.06
H 6.35500 -4.79120 0.61430 0.08 -0.05 0.05
H 6.10770 0.91050 -5.49000 0.04 0.04 -0.08
H 2.89390 0.01510 -2.82240 0.03 -0.02 0.03
H -3.09410 4.48720 1.18500 -0.06 0.07 -0.04
H 0.53360 1.48030 -2.67240 0.00 -0.04 -0.02
H 4.74050 -6.02500 -0.77340 -0.02 -0.13 0.00
H 2.84170 -4.85040 -1.81440 -0.08 -0.09 -0.06
H -1.98790 -3.08550 5.19410 0.01 -0.10 0.01
H 0.12260 3.27740 -1.44280 -0.01 0.06 -0.04
H -0.65590 -2.06370 4.58570 -0.01 0.06 0.18
H 0.30470 1.16350 -5.12610 0.07 0.10 -0.03
H 2.58800 -2.40420 -1.52430 0.06 -0.02 -0.04
H 0.67190 7.47580 -0.83040 0.05 0.11 -0.02
H 6.90430 0.21280 -1.34590 0.03 0.01 0.02
H -0.77520 -3.67020 -1.85960 0.02 -0.08 0.09
H 2.58210 1.77620 5.44820 0.10 -0.06 0.12
H -2.55950 0.34790 2.13920 -0.08 0.03 0.00
H -0.92340 5.03430 2.29950 -0.02 0.12 0.10
H 0.16240 1.84390 5.88770 -0.06 -0.03 0.14
H 7.71090 0.74260 -3.62800 0.10 0.01 0.00
H -2.34930 -1.68340 4.16110 -0.01 0.05 0.04
H 6.10780 -2.34130 0.91130 0.02 0.04 0.00
H -4.89380 0.23600 2.94890 -0.01 -0.04 0.00
H -0.19850 -1.12190 -6.00850 -0.02 0.00 -0.11
```
Forces are in eV/Å.

Net charge = +1
Frontier orbital gap (spin up / spin down) = 5.9 / 6.0 eV
Multiplicity = 4
E_LUMO (spin up / spin down) = -4.4588 / -4.4840 eV

# 2
DFT (ωB97M-V with the def2-TZVPD basis set) results for a molecular structure, C4H9NO.

XYZ file:
```
15
Properties=species:S:1:pos:R:3:forces:R:3
O -0.11576 1.53843 -0.09337 -0.32 -0.90 0.48
N 1.02103 2.02493 1.74521 0.31 0.31 0.10
C -0.31075 0.05424 1.80755 -1.61 -0.43 -1.38
C 0.18970 1.15989 1.04693 1.19 1.93 -0.49
C -1.30458 -0.74279 1.18483 4.98 -2.39 2.73
C -1.02143 -1.18343 -0.19859 -1.62 1.16 1.17
H 0.09110 0.01565 2.80778 -1.19 -0.09 0.48
H 1.94809 -1.34586 -6.49122 -0.12 0.24 -0.04
H -1.95963 -1.29116 1.85152 -0.45 -0.12 -0.38
H -1.56494 -1.97105 -0.69306 -0.48 0.12 0.26
H 1.10041 2.95090 1.36292 0.10 -0.11 -0.27
H 2.26493 -1.99674 -6.36927 0.12 -0.24 0.04
H -0.06787 -0.90826 -0.61033 -0.03 0.21 0.01
H 1.42311 1.92171 2.66034 -0.40 -0.45 0.04
H -1.69341 -0.22645 -0.01124 -0.50 0.75 -2.74
```
Forces are in eV/Å.

Net charge = 0
Frontier orbital gap = 8.2 eV
E_LUMO = 0.2559 eV

# 3
DFT (ωB97M-V with the def2-TZVPD basis set) results for a single C3HNO2 molecule.

XYZ file:
```
7
Properties=species:S:1:pos:R:3:forces:R:3
O 1.01998 -1.51170 -0.16774 -0.55 1.18 0.55
O 0.04640 1.82874 -0.23926 -0.47 -7.08 3.52
N -2.25027 -0.87623 -0.14458 5.64 6.36 1.97
C -0.12605 0.55181 0.24694 -2.00 8.13 -4.36
C 0.98165 -0.33251 0.09669 0.68 -3.02 -0.20
C -1.40267 -0.00518 0.12580 -7.34 -7.09 -1.37
H 1.73096 0.34507 0.08213 4.04 1.51 -0.12
```
Forces are in eV/Å.

Net charge = 0
Frontier orbital gap = 8.6 eV
E_LUMO = -3.0570 eV
SMILES = N#CC(=O)C=O

Going through the records in order, we get ΔE to the lowest compared entry with this formula, charge and spin values of 68.2; 460.8; 231.4 kJ/mol.